Record 1
Formula: C5H11OP
Source: the OMol25 dataset
Level of theory: ωB97M-V/def2-TZVPD

LUMO level: 0.028 Eh
ΔE to the lowest compared entry with this formula, charge and spin: 3.308 eV
frontier orbital gap: 0.35186 Ha
charge: 0

CARTESIAN COORDINATES (ANGSTROEM)
H 1.599 -0.115 -1.926
P 0.026 -1.607 -0.367
C -3.020 0.434 -0.006
H 0.134 0.620 1.756
C 1.271 -0.405 0.284
H -3.998 1.165 -1.845
H 1.514 1.569 1.122
H 2.380 1.166 -0.862
H 2.000 -0.847 0.912
H 0.042 1.532 0.167
C 0.760 0.859 0.921
H -0.969 -0.746 -0.884
H -0.169 -2.219 1.728
C -3.544 0.730 -1.022
O -0.774 -1.776 1.074
H 3.117 -0.442 -0.951
H -2.516 -0.045 0.780
C 2.145 0.127 -0.879

Atom-resolved charges from natural (NBO), all expressed in e: 0.194 0.872 -0.230 0.211 -0.569 0.224 0.208 0.212 0.220 0.199 -0.594 -0.057 0.490 -0.237 -0.999 0.211 0.241 -0.597

Record 2
Formula: C16H19N3O2
Source: the OMol25 dataset
Level of theory: ωB97M-V/def2-TZVPD

LUMO level: 0.022 Eh
ΔE to the lowest compared entry with this formula, charge and spin: 0.205 eV
frontier orbital gap: 0.34189 Ha
charge: 0

CARTESIAN COORDINATES (ANGSTROEM)
C 2.144 -0.826 -3.769
H -4.565 1.469 -0.483
H 0.323 -2.848 -0.237
H 1.300 -0.276 2.505
C 0.977 -3.150 1.839
H 2.619 -1.074 -4.719
C -1.805 0.993 0.253
H 1.109 -2.239 3.857
H -0.634 -1.524 -1.883
C 0.979 -0.194 -1.317
C 0.359 -0.836 2.354
N -0.428 1.132 0.241
C -2.069 3.413 0.340
C 2.138 0.464 -1.737
H 3.712 0.582 -3.185
H -2.182 -0.030 0.236
O 1.409 2.525 0.444
N -0.679 3.444 0.344
C 0.469 -2.234 2.968
H -4.526 3.020 0.392
H 1.423 0.427 0.602
H 0.439 -2.125 -4.061
H -4.449 1.482 1.289
O -2.669 4.483 0.386
H 1.896 -2.105 0.150
C 0.927 -1.409 -3.396
H 0.334 -4.028 1.735
H 2.004 -3.496 2.013
H -0.222 4.339 0.451
H -0.543 -2.539 3.253
C 2.763 0.105 -2.929
C 0.188 2.381 0.354
C 0.527 0.062 0.111
H 2.552 1.233 -1.080
C 0.887 -2.322 0.546
C -4.129 1.997 0.373
N 0.203 -1.074 0.894
C -2.641 2.068 0.301
C 0.320 -1.076 -2.176
H -0.459 -0.217 2.742

Atom-resolved charges from natural (NBO), all expressed in e: -0.217 0.220 0.202 0.167 -0.415 0.216 0.080 0.219 0.208 -0.066 -0.214 -0.434 0.651 -0.200 0.219 0.235 -0.643 -0.622 -0.412 0.255 0.217 0.213 0.219 -0.603 0.180 -0.217 0.212 0.213 0.432 0.207 -0.208 0.796 0.100 0.245 -0.212 -0.642 -0.458 -0.184 -0.165 0.204

Record 3
Formula: C2H7N2O
Source: the OMol25 dataset
Level of theory: ωB97M-V/def2-TZVPD

LUMO level: -0.152 Eh
ΔE to the lowest compared entry with this formula, charge and spin: 0.614 eV
frontier orbital gap: 0.41052 Ha
charge: +1

CARTESIAN COORDINATES (ANGSTROEM)
H -0.790 1.794 0.766
C -0.962 1.159 -0.108
H -2.740 2.120 -0.634
O -0.160 0.271 -0.472
H 0.985 -1.682 1.867
N 1.184 -1.196 0.998
H -2.248 0.778 -1.569
H 2.389 -1.206 -0.631
C 2.091 -1.700 0.282
H 2.607 -2.595 0.597
H 0.553 -0.337 0.537
N -2.029 1.431 -0.829

Atom-resolved charges from natural (NBO), all expressed in e: 0.165 0.549 0.430 -0.664 0.418 -0.593 0.421 0.219 0.118 0.214 0.461 -0.737

Record 4
Formula: C3H4FNO2
Source: the OMol25 dataset
Level of theory: ωB97M-V/def2-TZVPD

LUMO level (spin up / spin down): 0.000 / 0.000 Eh
ΔE to the lowest compared entry with this formula, charge and spin: 4.668 eV
frontier orbital gap (spin up / spin down): 0.30287 / 0.30269 Ha
charge: 0

CARTESIAN COORDINATES (ANGSTROEM)
N -1.090 1.415 1.667
C 0.948 -0.865 -1.235
O 1.471 -2.072 -1.857
H 1.564 0.121 -1.244
O 0.502 2.201 0.101
C -0.215 1.501 0.685
F -0.902 -1.703 0.100
H -1.780 0.682 1.851
C 0.072 -0.830 -0.271
H 0.786 -2.742 -2.024
H -1.357 2.291 2.226

Atom-resolved charges from natural (NBO), all expressed in e: -0.852 -0.091 -0.717 0.223 -0.491 0.803 -0.366 0.446 0.158 0.481 0.406

Record 5
Formula: C5H10O3
Source: the OMol25 dataset
Level of theory: ωB97M-V/def2-TZVPD

expectation value of S²: 0.750
LUMO level (spin up / spin down): -0.172 / -0.172 Eh
ΔE to the lowest compared entry with this formula, charge and spin: 2.065 eV
2S+1: 2
frontier orbital gap (spin up / spin down): 0.35933 / 0.35909 Ha
charge: +1

CARTESIAN COORDINATES (ANGSTROEM)
H -0.595 1.181 0.411
O -3.055 0.974 -0.562
H -0.505 1.082 -1.369
O -3.415 -1.252 -0.551
H 3.045 -0.053 0.827
H 1.670 0.928 1.639
H 1.547 -2.036 0.701
H 1.251 -0.770 -1.197
C -2.664 -0.164 -0.505
C -0.427 0.506 -0.439
H -4.344 -1.002 -0.634
C 1.126 -1.067 0.963
H 0.200 -1.079 1.536
H 1.674 0.719 -0.484
H 2.949 2.669 -0.646
C 0.943 -0.129 -0.362
C 1.993 0.032 1.106
O -1.391 -0.537 -0.434

Atom-resolved charges from natural (NBO), all expressed in e: 0.217 -0.610 0.241 -0.652 0.268 0.267 0.278 0.311 0.976 -0.075 0.519 -0.354 0.283 0.338 0.012 -0.413 -0.095 -0.510

Record 6
Formula: C2H2F2P
Source: the OMol25 dataset
Level of theory: ωB97M-V/def2-TZVPD

LUMO level: -0.323 Eh
ΔE to the lowest compared entry with this formula, charge and spin: 2.254 eV
frontier orbital gap: 0.25576 Ha
charge: +1

CARTESIAN COORDINATES (ANGSTROEM)
H 0.684 -1.313 -2.942
H -0.189 0.381 -0.098
P -0.788 0.895 1.580
C 0.081 -0.299 -1.022
F -0.599 -0.423 2.370
F 0.468 1.626 2.124
C 0.342 -0.869 -2.013

Atom-resolved charges from natural (NBO), all expressed in e: 0.277 0.042 1.971 -0.218 -0.503 -0.504 -0.065

Record 7
Formula: C4H12
Source: the OMol25 dataset
Level of theory: ωB97M-V/def2-TZVPD

LUMO level: 0.042 Eh
ΔE to the lowest compared entry with this formula, charge and spin: 0.278 eV
frontier orbital gap: 0.47327 Ha
charge: 0

CARTESIAN COORDINATES (ANGSTROEM)
H -2.737 -2.239 1.306
H 2.377 2.735 0.598
C -1.224 -1.042 0.163
H -3.241 -1.573 -0.270
H 1.421 2.839 -0.976
H 1.322 0.341 -1.039
H 2.196 0.237 0.516
H -2.165 -2.963 -0.246
H -1.516 -0.098 0.495
H -0.893 -0.966 -0.838
H -0.415 -1.431 0.825
C 2.063 0.844 -0.397
H 2.978 0.923 -0.992
C 1.586 2.263 -0.014
H 0.673 2.143 0.626
C -2.425 -2.013 0.244

Atom-resolved charges from natural (NBO), all expressed in e: 0.200 0.202 -0.598 0.199 0.204 0.199 0.201 0.200 0.198 0.200 0.199 -0.603 0.200 -0.607 0.203 -0.599

Record 8
Formula: C19H19N7O5SV
Source: the OMol25 dataset
Level of theory: ωB97M-V/def2-TZVPD

expectation value of S²: 3.775
LUMO level (spin up / spin down): 0.169 / 0.169 Eh
ΔE to the lowest compared entry with this formula, charge and spin: 0.000 eV
2S+1: 4
frontier orbital gap (spin up / spin down): 0.18998 / 0.24174 Ha
charge: -2

CARTESIAN COORDINATES (ANGSTROEM)
H 3.476 -4.773 1.550
C -2.799 -0.624 -3.272
H 1.873 5.630 -2.135
H 0.095 2.272 4.180
C -1.978 0.123 -1.158
C 1.876 2.292 -1.538
C -0.247 -2.948 -1.862
C -2.816 0.319 -2.235
C 2.998 2.802 -3.612
C 2.557 1.875 -2.677
C 1.412 1.272 -0.551
O 1.527 0.031 -0.881
C 2.072 4.576 -2.287
H -0.247 -3.831 -2.492
H -0.233 -3.090 4.423
H -1.443 -1.925 5.005
H -1.833 -3.046 3.675
C -0.215 -0.174 3.463
O -3.517 1.052 1.690
N 3.099 -4.832 0.617
H -3.486 1.166 -2.244
C -0.545 -1.458 3.088
C 0.289 2.260 3.109
H -1.946 -2.469 -3.965
N 0.908 1.712 0.563
N -1.147 -0.921 -1.068
H -0.408 0.114 4.487
H 1.095 3.958 -0.465
H -3.446 -0.501 -4.134
C 0.204 0.857 2.577
N -4.730 1.028 1.982
H -1.990 0.795 -0.308
N 0.542 -2.879 -0.800
H 3.097 4.879 -4.153
N 0.497 0.618 1.330
O -5.159 1.722 2.932
V 0.439 -1.208 0.294
O -5.521 0.315 1.327
C 2.758 4.155 -3.421
C -1.972 -1.716 -3.186
H -0.456 2.877 2.605
S 2.603 -2.254 1.134
C 2.257 -3.749 0.332
H 2.649 -5.715 0.422
O -0.478 -1.931 1.903
H 1.266 2.694 2.896
C -1.053 -2.432 4.123
H 3.528 2.465 -4.496
C -1.143 -1.868 -2.058
N 1.331 -3.980 -0.546
H 2.723 0.814 -2.809
C 1.634 3.652 -1.352

Atom-resolved charges from natural (NBO), all expressed in e: 0.375 -0.187 0.195 0.198 0.104 0.009 -0.047 -0.309 -0.228 -0.213 0.509 -0.735 -0.232 0.181 0.210 0.202 0.223 -0.481 -0.554 -0.831 0.216 0.504 -0.658 0.197 -0.426 -0.524 0.195 0.238 0.193 0.326 0.709 0.240 -0.358 0.191 -0.420 -0.579 1.294 -0.568 -0.240 -0.247 0.244 -0.326 0.261 0.367 -0.706 0.222 -0.662 0.195 0.128 -0.433 0.240 -0.205

Record 9
Formula: C50H42AsBrCl5INO5PS3SiZr
Source: the OMol25 dataset
Level of theory: ωB97M-V/def2-TZVPD

LUMO level: 0.122 Eh
ΔE to the lowest compared entry with this formula, charge and spin: 0.000 eV
frontier orbital gap: 0.19742 Ha
charge: -2

CARTESIAN COORDINATES (ANGSTROEM)
C 1.294 6.017 2.307
C 3.281 -4.529 4.016
C 4.443 -0.965 1.183
Si -1.573 -0.392 -3.211
C 2.584 -4.420 -2.372
C -3.448 -1.831 2.071
H 4.040 -5.802 -3.090
H -3.669 -1.784 -3.409
C -5.039 -1.993 -1.144
C -5.104 -4.702 -0.943
C 3.180 -3.127 -0.435
S 0.660 1.267 2.724
H -2.452 -2.235 -4.613
C -0.461 3.194 -2.924
H -4.012 3.302 3.317
C 1.739 -2.269 3.549
Cl 0.058 -4.437 0.989
C -0.618 5.115 -4.364
C -2.242 -3.890 2.213
C 6.905 0.261 1.649
C 3.363 -3.869 2.799
H 0.453 0.421 -4.515
I 2.503 0.449 -1.947
H 3.846 5.483 0.144
C -2.679 1.137 -3.380
C -0.263 -0.397 -4.553
O -0.942 -0.409 -1.715
H -5.208 4.420 -0.643
Cl -2.162 -5.532 2.767
P -0.457 3.253 -0.157
C 4.747 -4.728 -1.362
C 1.945 4.505 0.074
C -0.591 5.400 -1.979
H 1.044 6.593 3.189
H -2.440 1.719 -4.275
H 1.001 -2.544 5.537
C 2.582 -2.744 2.549
H -0.605 6.052 -1.113
C 1.665 -2.926 4.771
C -2.407 -1.339 1.302
C -4.445 4.121 0.065
C -2.136 3.536 0.504
Br -7.913 -4.955 -1.356
C -1.221 -3.333 1.427
O 0.202 -0.035 2.005
H 4.023 -4.255 2.033
H -0.764 -0.391 -5.528
O 0.749 0.972 4.138
C -0.653 5.947 -3.248
H 1.138 -1.386 3.377
C 4.421 -3.762 -0.426
C 6.040 0.006 2.705
H 3.885 -5.413 4.190
Cl -4.651 -3.815 3.473
H 3.263 6.849 2.123
C 0.692 4.369 0.666
H -7.171 -2.069 -1.461
H -0.585 4.993 2.277
H -1.715 2.942 2.523
H 5.160 -3.482 0.317
H -5.780 4.049 1.744
H 0.314 -1.321 -4.459
O -0.339 2.301 2.419
Cl -2.583 0.292 0.697
H 6.308 0.297 3.713
Zr 0.243 -0.370 -0.107
C -2.472 3.308 1.842
C 4.813 -0.599 2.472
C -1.254 -2.030 0.938
C -3.361 -3.137 2.540
C -2.599 -1.931 -3.572
Cl -4.861 -0.886 2.404
H 1.865 -4.662 -3.146
C -4.763 3.910 1.397
C 0.373 5.118 1.790
C -3.142 3.936 -0.377
C -6.275 -4.008 -1.179
H 2.362 -4.574 5.958
H -2.263 -2.748 -2.932
H 5.718 -5.207 -1.340
H -0.350 2.128 -2.780
H -0.472 3.092 -5.064
C 3.807 -5.055 -2.338
C -3.937 -3.957 -0.825
O -0.118 1.810 -0.377
S 2.401 1.655 1.865
As 2.689 -1.764 0.851
C -3.774 3.500 2.279
C 2.538 6.159 1.709
H 2.206 3.891 -0.780
C -6.265 -2.630 -1.285
C 2.865 5.400 0.594
C -0.517 3.744 -4.201
H -4.974 -0.910 -1.204
H -0.719 7.022 -3.369
C 2.231 -3.436 -1.427
N -3.899 -2.634 -0.922
C 2.428 -4.058 5.007
H 4.135 -0.764 3.300
H 7.193 0.116 -0.476
C -0.504 4.017 -1.810
H -2.927 4.087 -1.426
H -2.548 1.790 -2.514
H 7.859 0.742 1.831
C 6.534 -0.091 0.359
H -2.986 -4.448 -0.641
S 0.674 -2.678 -1.567
H 5.019 -0.957 -0.884
H -3.736 0.861 -3.432
H -5.091 -5.778 -0.851
H -0.658 5.541 -5.359
C 5.308 -0.700 0.127

Results of the Mulliken charge analysis, in e, for atoms 1 through 99: -0.643 -0.693 0.247 1.010 -0.867 -0.236 0.328 0.245 -0.354 -0.931 -0.535 1.248 0.481 -0.315 0.490 0.508 -0.169 -0.697 -0.482 -0.449 -0.393 0.234 -0.475 0.414 -0.881 -1.192 0.487 0.421 -0.220 0.911 -0.932 -0.203 -0.181 0.399 0.290 0.476 0.291 0.446 -0.786 0.407 -0.808 0.343 -0.222 1.009 -0.694 0.203 0.439 -0.762 -0.720 -0.257 -0.342 -0.751 0.386 -0.249 0.345 0.898 0.442 0.272 0.520 0.406 0.361 0.203 -0.598 -0.042 0.387 -1.167 0.193 -0.125 0.071 0.447 -1.081 -0.199 0.451 -0.686 -0.403 -0.743 0.112 0.331 0.041 0.375 0.392 0.482 -0.640 -0.167 1.402 -0.343 1.433 -0.994 -0.547 0.222 -0.816 -0.645 -0.662 0.479 0.410 0.021 0.677 -0.627 0.425

Record 10
Formula: C2H2ClN3
Source: the OMol25 dataset
Level of theory: ωB97M-V/def2-TZVPD

LUMO level (spin up / spin down): -0.010 / -0.010 Eh
ΔE to the lowest compared entry with this formula, charge and spin: 3.055 eV
frontier orbital gap (spin up / spin down): 0.32122 / 0.32127 Ha
charge: 0

CARTESIAN COORDINATES (ANGSTROEM)
H 0.301 -0.052 1.304
N -0.959 0.482 -0.671
N -1.396 1.355 -0.002
Cl -0.318 -2.232 0.583
N 2.562 -0.343 -0.823
C 1.554 -0.509 -0.303
H -2.085 1.946 -0.480
C 0.340 -0.647 0.391

Atom-resolved charges from natural (NBO), all expressed in e: 0.242 0.002 -0.332 0.056 -0.262 0.208 0.357 -0.271

Record 11
Formula: C5H8N2
Source: the OMol25 dataset
Level of theory: ωB97M-V/def2-TZVPD

LUMO level: 0.036 Eh
ΔE to the lowest compared entry with this formula, charge and spin: 2.218 eV
frontier orbital gap: 0.40347 Ha
charge: 0

CARTESIAN COORDINATES (ANGSTROEM)
C -0.487 -0.849 0.167
H -0.423 -1.834 -0.306
H -1.759 -0.226 -1.377
C 0.932 -0.345 -2.981
H 0.405 1.765 0.775
H -0.565 0.167 2.047
N -1.293 0.143 -0.552
C 0.857 1.436 -0.160
H -1.302 -1.441 2.042
H 0.787 2.258 -0.886
C -0.471 -0.849 1.660
H 1.914 1.210 0.004
N 0.779 -0.340 -1.814
C 0.160 0.189 -0.647
H 0.465 -1.284 2.029

Atom-resolved charges from natural (NBO), all expressed in e: -0.064 0.203 0.372 0.312 0.226 0.218 -0.583 -0.607 0.220 0.229 -0.621 0.220 -0.552 0.208 0.218

Record 12
Formula: C6H15N2
Source: the OMol25 dataset
Level of theory: ωB97M-V/def2-TZVPD

LUMO level: -0.149 Eh
ΔE to the lowest compared entry with this formula, charge and spin: 3.157 eV
frontier orbital gap: 0.34016 Ha
charge: +1

CARTESIAN COORDINATES (ANGSTROEM)
H -2.378 -0.478 -0.745
H 0.137 2.205 -0.985
H -0.090 -2.097 0.996
H -0.699 -0.062 1.994
H -0.785 1.495 -2.280
H 0.305 -2.245 -1.572
H -1.839 1.363 1.741
C 1.030 -1.695 -0.979
H -1.668 1.748 -0.914
H 2.458 0.575 0.320
H -0.087 1.780 1.564
N 1.918 0.459 -0.495
C -0.498 0.058 -0.743
H 1.977 -1.922 -1.231
C 0.812 -0.343 -0.351
H -0.689 1.241 3.197
H 1.768 -1.896 1.079
N -1.471 -0.779 -0.687
H 1.837 1.357 -0.981
C 0.864 -1.665 0.450
C -0.840 1.061 2.095
C -0.671 1.504 -1.207
H -1.391 -1.666 -0.267

Atom-resolved charges from natural (NBO), all expressed in e: 0.417 0.261 0.221 0.205 0.277 0.222 0.215 -0.365 0.255 0.395 0.215 -0.817 0.539 0.250 -0.011 0.253 0.270 -0.669 0.392 -0.372 -0.883 -0.690 0.421

Among the records above, which one has the highest ΔE to the lowest compared entry with this formula, charge and spin? C3H4FNO2

Look up the ΔE to the lowest compared entry with this formula, charge and spin of the third one. 0.614 eV

What is the charge in the eighth record? -2

What is the charge in the tenth record? 0